# C4H12N3

The ion C4H12N3 with charge +1 (ωB97M-V/def2-TZVPD, OMol25).

Each atom is followed by the atoms it is bonded to, with distances in Å.
Positions of all 19 atoms, in Å:
1 N 0.81 0.83 -0.69  N2 1.453, C6 1.503, H12 1.048, H16 1.074
2 N -0.54 0.55 -0.25  N1 1.453, C4 1.449, C7 1.442
3 N -1.02 -1.76 -0.76  C7 1.387, H10 0.954, H19 1.073
4 C -1.13 1.56 0.61  N2 1.449, H8 1.045, H11 1.190, H17 1.065
5 C 0.82 -1.11 0.65  C6 1.511, C7 1.579, H9 1.037, H14 1.026
6 C 1.73 -0.25 -0.19  N1 1.503, C5 1.511, H15 1.086, H18 1.023
7 C -0.67 -0.81 0.19  N2 1.442, N3 1.387, C5 1.579, H13 1.138
8 H -0.96 1.40 1.63  C4 1.045
9 H 0.81 -0.81 1.65  C5 1.037
10 H -0.50 -2.05 -1.50  N3 0.954
11 H -0.60 2.58 0.28  C4 1.190
12 H 0.61 0.75 -1.71  N1 1.048
13 H -1.32 -0.86 1.12  C7 1.138
14 H 1.04 -2.11 0.66  C5 1.026
15 H 2.31 -0.81 -0.91  C6 1.086
16 H 0.96 1.86 -0.41  N1 1.074
17 H -2.13 1.71 0.29  C4 1.065
18 H 2.34 0.19 0.51  C6 1.023
19 H -2.04 -2.06 -0.90  N3 1.073

Summary:
HOMO-LUMO gap	9.9159	eV
charge	+1
ΔE to the lowest compared entry with this formula, charge and spin	366.5	kJ/mol
structure (SMILES)	CN1[NH2+]CC[C@@H]1N
HOMO level	-0.4871	Eh
E_tot	-323.53867	Eh

natural (NBO) population analysis, charges in e, atoms 1 to 8: number 1, N, carries -0.377; number 2, N, carries -0.296; number 3, N, carries -0.865; number 4, C, carries -0.408; number 5, C, carries -0.425; number 6, C, carries -0.254; number 7, C, carries 0.105; number 8, H, carries 0.202